# 1
Entry from the Open Molecules 2025 dataset: a 2-piece molecular cluster, C13H30O4 overall (the ωB97M-V functional and the def2-TZVPD basis).

The gap between HOMO and LUMO is 10.33 eV. For the highest occupied orbital energy, the calculation gives -9.5 eV. As for the SMILES: COCCCCCCCCCOCCOC.O. The value obtained for the LUMO energy is 0.87 eV.

```
! RIJCOSX wB97M-V def2-TZVPD def2/J DEFGRID3
* xyz 0 1
C -4.49 -0.23 2.25
O -3.42 -1.12 1.95
C -2.94 -0.96 0.62
C -2.26 -2.32 0.23
C -1.08 -2.66 1.23
C 0.27 -2.46 0.46
C 1.51 -2.20 1.37
C 1.39 -0.94 2.28
C 0.84 0.33 1.57
C 1.93 1.15 0.78
C 1.68 0.87 -0.74
O 2.35 1.84 -1.53
C 2.52 1.38 -2.86
C 1.19 1.38 -3.71
O 0.13 2.11 -3.10
C -1.07 1.35 -3.05
H -5.14 -0.74 2.99
H -5.05 0.05 1.34
H -4.06 0.66 2.77
H -3.76 -0.77 -0.10
H -2.15 -0.18 0.54
H -3.02 -3.13 0.21
H -1.90 -2.21 -0.81
H -1.11 -2.02 2.13
H -1.25 -3.72 1.52
H 0.47 -3.43 -0.07
H 0.15 -1.72 -0.36
H 2.39 -2.05 0.70
H 1.66 -3.09 2.01
H 0.82 -1.12 3.22
H 2.43 -0.69 2.62
H 0.49 1.02 2.38
H -0.04 0.15 0.93
H 2.95 0.87 1.10
H 1.78 2.25 0.93
H 2.01 -0.17 -0.95
H 0.58 0.95 -0.92
H 2.94 0.35 -2.91
H 3.25 2.08 -3.32
H 1.42 1.83 -4.70
H 0.89 0.32 -3.85
H -1.03 0.58 -2.25
H -1.89 2.05 -2.81
H -1.29 0.82 -4.00
O 2.77 4.21 1.48
H 3.15 5.00 1.88
H 2.97 4.32 0.54
*
```

***

# 2
Entry from the Open Molecules 2025 dataset: C13H30O8P2S as an isolated structure (the ωB97M-V functional and the def2-TZVPD basis).

The gap between HOMO and LUMO is 8.71 eV. For the highest occupied orbital energy, the calculation gives -9.0 eV. The value obtained for the LUMO energy is -0.28 eV.

```
! RIJCOSX wB97M-V def2-TZVPD def2/J DEFGRID3
* xyz 0 1
C 0.16 1.41 3.94
O -0.23 2.62 3.32
C -1.38 2.53 2.51
C -1.22 3.21 1.14
C 0.17 3.11 0.49
C 0.87 1.74 0.61
C 2.25 1.92 1.25
C 3.12 0.64 1.42
C 2.41 -0.70 1.14
C 2.56 -1.12 -0.32
C 2.37 -2.62 -0.50
C 2.38 -3.06 -1.96
C 1.01 -2.99 -2.70
C -0.07 -2.30 -1.93
O -1.31 -2.29 -2.72
P -2.09 -0.95 -2.50
O -1.46 0.19 -3.10
O -2.24 -0.76 -0.88
O -2.78 -1.97 -0.33
O -3.59 -1.16 -3.06
P -4.76 -0.21 -2.41
O -5.26 -0.93 -1.08
O -4.11 1.19 -1.97
S -6.18 0.08 -3.66
H -0.64 0.67 3.98
H 1.05 1.00 3.49
H 0.42 1.64 4.97
H -2.19 3.05 3.03
H -1.73 1.51 2.36
H -1.42 4.26 1.28
H -2.00 2.85 0.48
H 0.03 3.33 -0.56
H 0.81 3.87 0.92
H 0.25 1.00 1.11
H 1.03 1.38 -0.40
H 2.16 2.48 2.17
H 2.79 2.58 0.58
H 3.52 0.63 2.43
H 3.97 0.72 0.76
H 2.94 -1.45 1.72
H 1.39 -0.71 1.49
H 1.91 -0.55 -0.97
H 3.58 -0.92 -0.60
H 1.50 -2.98 0.05
H 3.22 -3.09 -0.01
H 2.74 -4.08 -1.98
H 3.10 -2.49 -2.53
H 0.71 -3.98 -3.00
H 1.17 -2.44 -3.62
H 0.21 -1.27 -1.74
H -0.30 -2.82 -1.01
H -2.04 -2.29 0.22
H -4.81 -0.60 -0.29
H -4.00 1.17 -1.01
*
```

***

# 3
Entry from the Open Molecules 2025 dataset: C13H31AuBF4GeNSb as an isolated structure (the ωB97M-V functional and the def2-TZVPD basis).

The gap between HOMO and LUMO (alpha / beta) is 9.53 / 6.95 eV. As for the energy relative to the best compared isomer or geometry (same formula, charge and spin): 0.2974 eV. For the highest occupied orbital energy (alpha / beta), the calculation gives -11.6 / -12.7 eV. The value obtained for the LUMO energy (alpha / beta) is -2.07 / -5.73 eV.

```
! RIJCOSX wB97M-V def2-TZVPD def2/J DEFGRID3
* xyz 1 3
Au -1.12 -1.31 -0.06
F 1.18 0.73 -1.26
B 1.95 0.28 -0.12
F 3.29 0.50 -0.32
F 1.45 1.03 0.99
F 1.66 -1.08 0.08
C -1.94 5.34 -0.44
C -1.50 4.34 0.62
Sb -0.20 2.82 -0.24
C -0.96 2.61 -2.22
C -2.37 2.03 -2.26
C 1.73 3.70 -0.43
C 1.67 5.18 -0.82
H -2.57 6.10 0.02
H -2.53 4.88 -1.24
H -1.10 5.86 -0.90
H -2.34 3.81 1.06
H -0.91 4.79 1.42
H -0.23 1.97 -2.73
H -0.91 3.61 -2.65
H -2.40 1.03 -1.81
H -2.72 1.94 -3.29
H -3.09 2.65 -1.72
H 2.23 3.08 -1.17
H 2.22 3.54 0.53
H 1.18 5.33 -1.79
H 2.69 5.56 -0.92
H 1.16 5.79 -0.08
C -1.43 -0.64 5.44
C -1.08 -1.79 4.50
C -1.23 -1.43 3.09
N -1.34 -1.15 1.99
H -1.39 -0.99 6.47
H -2.44 -0.26 5.25
H -0.73 0.18 5.33
H -1.71 -2.66 4.69
H -0.04 -2.11 4.64
C 2.17 -1.96 -2.90
Ge 0.55 -2.76 -2.20
C 0.86 -4.05 -0.78
C -0.35 -3.77 -3.64
C -0.98 -1.42 -2.08
H 2.76 -2.78 -3.30
H 2.74 -1.45 -2.13
H 1.93 -1.27 -3.70
H 1.40 -4.89 -1.21
H -0.08 -4.41 -0.37
H 1.47 -3.60 0.01
H 0.35 -4.56 -3.91
H -0.55 -3.14 -4.51
H -1.28 -4.21 -3.28
H -1.89 -1.80 -2.55
H -0.65 -0.51 -2.58
*
```

***

# 4
Entry from the Open Molecules 2025 dataset: a 2-piece molecular cluster, C13H31BN3O6 overall (the ωB97M-V functional and the def2-TZVPD basis).

The gap between HOMO and LUMO is 7.62 eV. For the highest occupied orbital energy, the calculation gives -11.0 eV. The value obtained for the LUMO energy is -3.34 eV.

```
! RIJCOSX wB97M-V def2-TZVPD def2/J DEFGRID3
* xyz 1 1
O 7.93 -1.82 2.85
C 7.66 -1.62 1.53
O 6.94 -0.40 1.13
C 5.72 -0.20 1.95
C 4.49 0.49 1.05
C 3.13 -0.42 1.29
C 2.73 -0.47 2.88
N 1.39 -1.10 3.20
C 0.77 -1.82 2.03
B 1.23 -3.43 1.93
O 1.33 -4.19 3.21
O 1.49 -4.12 0.64
C 0.87 -1.03 0.59
N 1.91 0.07 0.54
H 8.03 -2.36 0.68
H 5.95 0.46 2.91
H 5.40 -1.26 2.38
H 4.35 1.62 1.32
H 4.80 0.34 -0.07
H 3.43 -1.53 0.99
H 2.66 0.67 3.24
H 3.56 -0.96 3.55
H 0.71 -0.43 3.63
H -0.40 -1.87 2.27
H 2.26 -3.97 3.54
H 0.74 -3.91 -0.02
H 1.02 -1.75 -0.34
H -0.18 -0.50 0.40
H 1.58 1.01 0.85
H 2.18 0.17 -0.49
C -5.97 0.30 -0.49
O -5.83 0.42 -1.89
C -6.06 1.75 -2.37
C -4.75 2.37 -2.88
N -3.83 2.66 -1.78
C -2.47 3.00 -2.23
C -1.67 1.92 -2.98
O -1.32 0.79 -2.17
C -2.33 -0.20 -2.07
H -5.94 -0.77 -0.23
H -5.15 0.80 0.03
H -6.93 0.70 -0.15
H -6.53 2.39 -1.61
H -6.76 1.67 -3.21
H -4.98 3.30 -3.42
H -4.31 1.67 -3.60
H -3.77 1.84 -1.18
H -1.91 3.27 -1.33
H -2.52 3.91 -2.85
H -0.72 2.37 -3.28
H -2.16 1.60 -3.90
H -2.93 -0.28 -2.98
H -2.97 -0.01 -1.21
H -1.84 -1.17 -1.91
*
```

***

# 5
Entry from the Open Molecules 2025 dataset: C13H32B2KNO3 as an isolated structure (the ωB97M-V functional and the def2-TZVPD basis).

The gap between HOMO and LUMO is 4.37 eV. For the highest occupied orbital energy, the calculation gives -1.0 eV. The value obtained for the LUMO energy is 3.41 eV.

```
! RIJCOSX wB97M-V def2-TZVPD def2/J DEFGRID3
* xyz -2 1
K -2.25 0.46 -2.36
C 4.23 1.15 -0.09
C 3.36 0.68 -1.34
C 4.30 -0.22 -2.28
C 4.52 -1.57 -1.72
C 3.17 -2.37 -1.47
C 2.18 -1.59 -0.50
N 2.12 -0.17 -0.96
O 1.15 0.62 -0.16
C 2.74 -1.84 0.87
C 0.82 -2.33 -0.68
C 2.96 2.00 -2.11
H 4.86 1.99 -0.42
H 4.86 0.49 0.50
H 3.53 1.50 0.66
H 5.12 0.39 -2.64
H 3.67 -0.39 -3.16
H 5.26 -1.59 -0.92
H 5.05 -2.28 -2.35
H 3.58 -3.30 -1.08
H 2.69 -2.55 -2.43
H 3.83 -1.86 0.80
H 2.53 -2.81 1.31
H 2.30 -1.18 1.61
H 0.04 -1.69 -0.28
H 0.71 -3.20 -0.03
H 0.45 -2.58 -1.67
H 1.95 1.97 -2.52
H 3.71 2.14 -2.89
H 2.92 2.80 -1.37
B -6.55 -0.24 -1.79
H -5.80 0.36 -2.28
H -6.22 -0.38 -0.77
H -7.52 0.22 -1.87
H -6.64 -1.16 -2.36
B -3.38 4.32 -0.86
H -3.15 5.38 -0.78
H -2.63 3.83 -1.47
H -3.40 3.96 0.15
H -4.32 4.31 -1.38
O -5.30 1.00 3.11
C -4.27 0.41 3.42
O -4.17 -0.10 4.65
C -2.93 -0.85 4.81
C -2.10 -0.55 3.51
C -3.13 0.05 2.46
H -3.15 -1.92 4.79
H -2.56 -0.45 5.75
H -1.60 -1.46 3.17
H -1.39 0.26 3.69
H -3.44 -0.66 1.69
H -2.70 0.96 2.05
*
```

***

# 6
Entry from the Open Molecules 2025 dataset: a 9-piece molecular cluster, C13H32N8O20 overall (the ωB97M-V functional and the def2-TZVPD basis).

The gap between HOMO and LUMO is 9.84 eV. As for the energy relative to the best compared isomer or geometry (same formula, charge and spin): 0.0000 eV. For the highest occupied orbital energy, the calculation gives -10.6 eV. As for the SMILES: O=C1OC[C@H](CCO)O1.C[N+](=O)[O-].C[N+](=O)[O-].C[N+](=O)[O-].C[N+](=O)[O-].C[N+](=O)[O-].C[N+](=O)[O-].C[N+](=O)[O-].C[N+](=O)[O-]. The value obtained for the LUMO energy is -0.78 eV.

```
! RIJCOSX wB97M-V def2-TZVPD def2/J DEFGRID3
* xyz 0 1
O -1.00 -2.28 3.12
C -0.24 -2.19 2.21
O 0.16 -3.23 1.46
C 1.40 -2.87 0.81
C 1.57 -1.36 1.12
C 2.76 -0.94 1.97
C 2.86 -1.50 3.41
O 2.18 -2.75 3.62
O 0.32 -1.05 1.80
H 1.31 -3.08 -0.26
H 2.19 -3.49 1.25
H 1.61 -0.79 0.18
H 2.72 0.16 2.05
H 3.66 -1.17 1.38
H 3.91 -1.67 3.66
H 2.48 -0.76 4.13
H 1.31 -2.57 4.01
C -1.97 -1.40 -0.47
N -2.67 -1.01 -1.73
O -2.43 -1.64 -2.73
O -3.44 -0.08 -1.64
H -1.31 -2.23 -0.69
H -1.42 -0.52 -0.13
H -2.73 -1.67 0.25
C 0.71 3.02 -0.23
N 1.98 2.34 -0.60
O 2.65 1.85 0.28
O 2.27 2.33 -1.78
H 0.60 3.00 0.85
H 0.78 4.04 -0.61
H -0.11 2.51 -0.73
C 1.88 4.07 -4.48
N 1.30 5.39 -4.07
O 1.38 6.32 -4.83
O 0.78 5.44 -2.97
H 2.30 4.19 -5.47
H 2.63 3.81 -3.74
H 1.07 3.35 -4.46
C -4.50 -3.52 2.91
N -5.64 -3.07 2.07
O -6.76 -3.21 2.50
O -5.37 -2.58 0.99
H -4.88 -3.93 3.83
H -3.95 -4.27 2.34
H -3.86 -2.65 3.08
C 3.08 5.99 -0.86
N 4.26 5.17 -1.22
O 4.92 4.66 -0.33
O 4.46 5.01 -2.41
H 2.99 6.01 0.22
H 3.23 6.99 -1.26
H 2.23 5.52 -1.34
C -6.76 -0.64 -1.44
N -8.06 0.04 -1.70
O -8.86 0.10 -0.80
O -8.23 0.49 -2.82
H -6.75 -1.00 -0.42
H -6.68 -1.46 -2.16
H -5.97 0.08 -1.63
C -1.01 -5.22 4.77
N -2.24 -6.03 4.98
O -3.06 -6.08 4.08
O -2.36 -6.60 6.04
H -1.05 -4.77 3.79
H -0.99 -4.47 5.56
H -0.17 -5.90 4.88
C 5.82 2.34 -3.79
N 5.10 1.49 -4.78
O 4.51 0.51 -4.37
O 5.15 1.85 -5.94
H 5.68 1.91 -2.80
H 6.87 2.36 -4.08
H 5.40 3.34 -3.85
*
```